(1)
ORCA calculation (ωB97M-V with the def2-TZVPD basis set) on a 5-piece molecular cluster, C17H29Br2Cl8F3N4Si overall in a non-equilibrium geometry.

Properties
Gap between HOMO and LUMO ... 0.32859 Eh
HOMO energy ... -0.360 Ha

Last column: Löwdin charge in e.
Positions of all 64 atoms, in Å:
Br (-1.9074, 2.4172, -2.9894)  0.713
Br (-2.3982, 0.9025, 0.1672)  0.719
Cl (4.4516, 1.7428, 8.3899)  0.535
Cl (5.5483, 0.3585, 5.4648)  0.563
Cl (-10.8422, 2.6696, -2.3265)  0.532
Cl (3.4473, -2.4988, 4.3218)  0.557
Cl (-6.1037, 1.0690, 2.8666)  0.533
Cl (-8.3526, 4.4149, -0.7673)  0.560
Cl (-9.0439, 0.6805, 1.1696)  0.537
Cl (4.2588, -1.8515, 1.0664)  0.626
Si (5.2283, -1.0780, -2.7709)  0.527
F (-3.7447, 0.3258, -2.5392)  -0.105
F (-1.7825, -0.2210, -3.9775)  -0.055
F (-0.0755, 0.6481, -1.4102)  -0.116
N (1.7260, -2.3410, -1.1220)  0.071
N (2.5888, -1.5173, -3.7917)  0.031
N (2.9887, -2.0279, -1.2600)  -0.072
N (1.3257, -1.8298, -3.6570)  0.058
C (6.3980, -1.9933, -1.5422)  -0.244
C (5.0239, -2.7654, 3.5385)  -0.657
C (5.3274, -1.7126, 2.4845)  -0.644
C (3.8607, 0.4987, 6.0168)  -0.682
C (-0.6732, -2.5497, -2.1361)  -0.122
C (0.9584, -2.2045, -2.3239)  -0.199
C (3.6207, 1.7700, 6.8154)  -0.666
C (-2.2486, 0.4228, -2.7279)  -0.601
C (-1.4090, -1.5928, -1.0272)  -0.189
C (3.3412, -1.6145, -2.5813)  -0.266
C (-10.0493, 4.9171, -0.9656)  -0.655
C (-7.4460, 1.0474, 0.4736)  -0.671
C (-11.0077, 3.7381, -0.9112)  -0.665
C (5.7756, -1.1664, -4.6232)  -0.246
C (-6.3172, 0.3767, 1.2401)  -0.667
C (-1.4109, 0.0084, -1.3784)  -0.657
C (5.2476, 0.8262, -2.2876)  -0.233
H (6.8187, -2.9602, -2.0886)  0.052
H (5.2275, -0.6995, 2.8867)  0.028
H (4.7214, 0.8792, -1.2270)  0.046
H (2.5524, 1.8827, 7.0229)  0.073
H (5.0444, -0.4592, -5.2251)  0.050
H (-7.4603, 0.6859, -0.5591)  0.078
H (6.8713, -0.7072, -4.6915)  0.056
H (7.3376, -1.2772, -1.3731)  0.060
H (5.9307, -2.2386, -0.4963)  -0.040
H (-10.8537, 3.1350, -0.0109)  0.052
H (3.6193, -0.3952, 6.6005)  0.058
H (5.8064, -2.2612, -5.0659)  0.051
H (-6.4878, -0.6991, 1.3486)  0.071
H (5.0253, -3.7737, 3.1124)  0.070
H (3.9561, 2.6576, 6.2696)  0.070
H (-10.2705, 5.6141, -0.1517)  0.073
H (5.7802, -2.7297, 4.3283)  0.066
H (-0.9957, -1.8512, 0.0472)  0.133
H (-5.3713, 0.5185, 0.7088)  0.022
H (-0.7248, -3.6605, -1.7023)  0.130
H (3.2336, 0.4990, 5.1201)  0.063
H (6.3524, -1.8347, 2.1213)  0.077
H (-12.0409, 4.0988, -0.9062)  0.073
H (-1.2285, -2.5861, -3.1673)  0.114
H (4.5272, 1.3663, -3.0459)  0.046
H (-10.1341, 5.4616, -1.9114)  0.070
H (-2.5546, -1.9285, -1.0090)  0.139
H (-7.3272, 2.1352, 0.4516)  0.019
H (6.3400, 1.2578, -2.2853)  0.050


(2)
ORCA calculation (ωB97M-V with the def2-TZVPD basis set) on C25H24Br3N2O7Pm as an isolated structure in a non-equilibrium geometry.

Properties
Gap between HOMO and LUMO (alpha / beta) ... 0.30352 / 0.30392 Eh
Energy relative to the best compared isomer or geometry (same formula, charge and spin) ... 0.6545 eV
HOMO energy (alpha / beta) ... -0.312 / -0.312 Ha
2S+1 ... 5
Expectation value of S² ... 6.0039

Last column: Löwdin charge in e.
Positions of all 62 atoms, in Å:
Pm (-0.4444, 1.8466, 0.3506)  1.571
Br (2.2041, 3.3361, 3.2052)  0.688
Br (-3.4399, 1.0670, 0.9804)  0.852
Br (-0.9857, 2.3471, 3.3498)  0.661
O (2.5641, -2.9093, -0.3025)  0.054
O (1.5888, 2.2452, -1.3879)  -0.128
O (1.1742, 0.7695, 1.3658)  -0.403
O (0.1794, 4.1043, 0.6036)  -0.165
O (-1.1034, 1.1642, -1.6053)  -0.266
O (-2.3855, 2.2785, -3.1080)  0.102
O (-1.6774, 3.8023, -0.5193)  -0.048
N (0.3206, -1.3426, 0.8013)  0.011
N (-0.8893, -0.7495, 0.7237)  -0.051
C (-1.9605, -1.4140, 0.8765)  -0.171
C (2.2772, 2.6873, -3.5805)  -0.094
C (-1.3525, 2.1263, -2.5148)  -0.587
C (-4.3941, -1.4734, 0.4086)  -0.093
C (-4.4420, -2.9202, 0.0980)  -0.223
C (1.7796, 3.6984, -1.4800)  -0.246
C (-4.5860, -5.6566, -0.4335)  -0.085
C (-5.5097, -3.6801, 0.5759)  -0.037
C (-3.4671, -3.5396, -0.6823)  -0.046
C (3.3765, -0.5372, 2.3728)  -0.020
C (-0.1017, 2.9826, -2.8215)  -0.080
C (2.6930, -1.1078, 1.3053)  -0.102
C (4.5081, -1.1391, 2.9001)  -0.086
C (4.9714, -2.3255, 2.3443)  -0.087
C (4.3124, -2.9054, 1.2730)  -0.019
C (-0.4744, 4.1429, -0.4905)  -0.678
C (2.7043, 3.8602, -2.6760)  -0.091
C (-3.5397, -4.9018, -0.9406)  -0.073
C (1.1426, 2.0787, -2.7736)  -0.248
C (3.1779, -2.2934, 0.7588)  -0.271
C (1.4807, -0.4061, 0.7346)  -0.441
C (-5.5777, -5.0401, 0.3199)  -0.078
C (0.3422, 4.1382, -1.7996)  -0.073
C (0.6764, 2.7948, 4.2324)  -0.994
C (-3.2849, -0.7958, 0.7027)  -0.603
H (1.7899, -2.3994, -0.5711)  0.082
H (2.9971, 0.3983, 2.7615)  0.077
H (-4.6362, -6.7184, -0.6383)  0.103
H (-1.9475, -2.4778, 1.1057)  0.135
H (-2.7784, -5.3684, -1.5523)  0.106
H (-6.2839, -3.2015, 1.1641)  0.115
H (-5.3439, -0.9513, 0.4177)  0.109
H (2.1542, 4.0781, -0.5392)  0.151
H (0.9242, 1.0346, -2.9627)  0.157
H (2.5892, 4.8376, -3.1446)  0.121
H (3.0894, 1.9761, -3.7207)  0.117
H (0.9467, 1.9020, 4.7769)  0.002
H (1.6574, -0.2343, -0.3440)  0.138
H (0.4040, -2.2140, 1.3080)  0.148
H (1.9300, 3.0073, -4.5623)  0.120
H (-6.4060, -5.6200, 0.7059)  0.104
H (-0.2711, 3.3760, -3.8220)  0.152
H (-2.6717, -2.9511, -1.1215)  0.119
H (0.4144, 3.6151, 4.8843)  -0.005
H (3.7417, 3.7557, -2.3633)  0.117
H (0.2903, 5.1300, -2.2488)  0.161
H (5.8575, -2.8016, 2.7462)  0.102
H (5.0319, -0.6807, 3.7288)  0.099
H (4.6634, -3.8251, 0.8240)  0.116


(3)
ORCA calculation (ωB97M-V with the def2-TZVPD basis set) on a 11-piece molecular cluster, H20N3O20S4 overall in a non-equilibrium geometry.

Properties
Gap between HOMO and LUMO ... 0.08123 Eh
HOMO energy ... 0.177 Ha
Net charge ... -5

Last column: Löwdin charge in e.
Positions of all 47 atoms, in Å:
S (14.5071, -18.2882, 14.4798)  -0.002
S (17.8507, -12.0329, 17.3204)  0.032
S (16.6165, -12.7930, 8.1607)  0.044
S (9.5723, -11.8648, 12.7094)  0.073
O (12.1871, -13.7896, 17.4174)  -0.065
O (15.3690, -13.3043, 7.5834)  -0.451
O (10.1621, -12.6261, 13.7800)  -0.477
O (9.6401, -16.6718, 12.5830)  -0.059
O (13.9936, -19.6218, 14.6373)  -0.472
O (19.0546, -12.4416, 18.0129)  -0.491
O (8.6530, -12.7901, 12.0091)  -0.514
O (15.9627, -18.2192, 14.5711)  -0.503
O (12.3532, -14.6969, 9.5937)  -0.066
O (16.7189, -13.2523, 9.5560)  -0.525
O (14.0975, -17.6324, 13.2349)  -0.497
O (13.8639, -17.4879, 15.4837)  -0.459
O (18.0112, -10.7532, 16.6299)  -0.524
O (10.6004, -11.5294, 11.7153)  -0.497
O (16.6943, -12.1304, 18.2215)  -0.456
O (8.9125, -10.6424, 13.2734)  -0.521
O (17.8291, -13.2256, 7.4588)  -0.514
O (17.6414, -12.9813, 16.2286)  -0.507
O (14.4705, -9.3097, 15.0058)  -0.054
O (16.5836, -11.3518, 8.2495)  -0.479
N (19.1549, -11.4268, 12.3642)  0.354
N (18.1715, -16.9983, 11.1660)  0.354
N (14.0902, -13.5438, 13.5501)  0.366
H (18.1794, -16.0137, 10.9410)  0.148
H (13.8493, -14.5106, 13.3844)  0.145
H (9.4507, -16.9686, 13.4731)  0.017
H (14.8711, -13.3777, 14.1687)  0.151
H (9.1491, -15.8551, 12.4928)  0.022
H (18.7827, -11.2351, 13.2833)  0.151
H (13.0217, -14.2829, 9.0478)  0.010
H (11.5856, -13.4813, 16.7396)  0.022
H (15.3736, -9.2608, 15.3193)  0.020
H (19.1140, -17.3513, 11.2509)  0.136
H (17.5551, -17.2655, 11.9201)  0.149
H (12.4125, -14.6809, 17.1509)  0.028
H (11.8325, -13.9676, 9.9301)  0.026
H (13.2101, -13.0769, 13.7157)  0.141
H (14.5485, -9.3355, 14.0522)  0.020
H (17.9055, -17.5997, 10.3994)  0.148
H (18.4873, -11.7827, 11.6950)  0.146
H (20.0561, -11.8680, 12.4796)  0.144
H (19.5066, -10.5659, 11.9703)  0.140
H (14.2545, -13.4013, 12.5638)  0.143


| no. | DFT total energy (a.u.) |
| --- | --- |
| 1 | -10302.62673 |
| 2 | -9933.77256 |
| 3 | -3273.20201 |